(1)
The following is a DFT calculation (ωB97M-V/def2-TZVPD) of a cluster of 10 separate species, C38H58Cl2O27 in total at a distorted geometry.

Geometry (Å):
C -4.39 10.37 12.88
C -3.16 11.29 13.14
C -3.07 12.01 14.49
O -1.70 11.88 14.79
C -1.13 10.98 14.03
O -0.01 10.49 14.21
O -1.99 10.50 13.11
H -5.33 10.91 12.87
H -4.42 9.57 13.62
H -4.27 9.86 11.92
H -3.13 12.06 12.37
H -3.62 11.48 15.27
H -3.52 13.00 14.39
C -2.89 3.01 13.77
C -2.73 2.79 12.22
C -3.62 1.75 11.52
O -4.11 2.38 10.34
C -3.85 3.68 10.41
O -4.05 4.46 9.49
O -3.13 3.95 11.54
H -2.72 2.08 14.32
H -3.84 3.41 14.12
H -2.16 3.72 14.17
H -1.68 2.63 11.98
H -4.45 1.40 12.13
H -3.12 0.81 11.32
C -4.64 4.80 2.49
C -3.45 5.82 2.58
C -2.49 5.73 1.46
O -2.27 7.10 1.21
C -3.22 7.91 1.75
O -3.31 9.16 1.67
O -4.03 7.12 2.46
H -5.18 4.77 3.43
H -4.42 3.75 2.30
H -5.40 5.14 1.79
H -2.96 5.91 3.55
H -2.74 5.27 0.50
H -1.54 5.29 1.78
C -17.31 9.00 12.78
C -17.80 8.82 11.30
C -17.15 9.63 10.20
O -16.55 8.76 9.29
C -16.61 7.53 9.78
O -15.97 6.58 9.39
O -17.46 7.52 10.86
H -17.62 8.24 13.50
H -17.56 9.98 13.20
H -16.23 8.98 12.87
H -18.88 8.83 11.22
H -16.32 10.27 10.50
H -17.86 10.28 9.70
C -8.75 8.29 7.41
C -9.93 8.04 8.24
C -9.90 7.21 9.53
O -10.56 8.06 10.43
C -10.83 9.22 9.91
O -11.28 10.19 10.54
O -10.42 9.32 8.64
H -8.28 7.41 6.97
H -7.98 8.91 7.86
H -9.07 8.80 6.51
H -10.80 7.67 7.70
H -8.87 6.94 9.76
H -10.50 6.30 9.47
C -7.65 16.45 11.68
C -8.44 15.34 10.86
C -9.67 15.85 10.08
O -9.44 15.40 8.75
C -8.23 14.83 8.67
O -7.77 14.38 7.68
O -7.57 14.83 9.85
H -8.08 16.54 12.68
H -7.66 17.39 11.13
H -6.64 16.13 11.90
H -8.76 14.52 11.50
H -9.67 16.94 10.11
H -10.60 15.52 10.53
C -14.57 4.44 14.78
C -15.58 3.42 14.31
C -15.15 2.52 13.09
O -15.54 1.23 13.51
C -15.89 1.15 14.77
O -16.29 0.13 15.31
O -15.85 2.39 15.30
H -15.11 5.15 15.41
H -14.18 5.06 13.97
H -13.81 3.94 15.38
H -16.52 3.96 14.18
H -14.09 2.68 12.93
H -15.67 2.96 12.24
C -10.47 6.47 0.20
C -10.04 6.72 -1.28
C -9.64 8.16 -1.59
O -8.44 8.12 -2.32
C -7.98 6.84 -2.33
O -6.90 6.49 -2.77
O -8.82 6.09 -1.67
H -10.62 5.44 0.53
H -11.44 6.93 0.38
H -9.75 6.92 0.88
H -10.78 6.44 -2.02
H -9.57 8.62 -0.61
H -10.44 8.65 -2.14
C -2.26 10.74 7.31
C -0.88 11.26 6.97
C -0.86 12.48 6.08
O -0.30 13.55 6.89
C 0.03 13.01 8.07
O 0.49 13.64 8.99
O -0.28 11.68 8.14
H -2.81 11.55 7.78
H -2.26 9.96 8.07
H -2.77 10.39 6.41
H -0.28 10.47 6.52
H -1.91 12.67 5.84
H -0.31 12.26 5.17
Cl -13.85 11.72 1.92
C -14.60 11.68 3.52
C -13.83 12.67 4.44
Cl -13.91 14.28 3.75
H -14.45 10.66 3.88
H -15.66 11.89 3.37
H -12.79 12.36 4.55
H -14.18 12.78 5.47

Output
* HOMO-LUMO gap: 10.440 eV
* largest force on an atom: 5.214 eV/Å
* spin multiplicity: 1

=====

(2)
The following is a DFT calculation (ωB97M-V/def2-TZVPD) of a cluster of 10 separate species, C38H58F16O11S7 in total at a distorted geometry.

Geometry (Å):
C -6.75 0.01 6.76
C -5.87 -1.04 6.13
C -6.07 -1.16 4.55
F -5.39 -2.14 3.95
F -7.31 -1.35 4.16
F -4.59 -0.81 6.40
F -6.06 -2.32 6.54
O -8.22 -0.20 6.82
C -8.76 -0.86 7.99
C -10.24 -0.43 7.92
F -10.92 -0.80 6.83
F -10.91 -0.80 9.01
F -8.84 -2.18 7.95
F -8.20 -0.51 9.16
H -6.71 0.92 6.17
H -6.34 0.40 7.69
H -5.88 -0.22 4.04
H -10.20 0.65 8.01
C 6.73 5.45 5.57
C 7.99 6.19 6.05
C 8.94 6.51 4.82
F 10.10 6.97 5.25
F 9.19 5.39 4.07
F 7.61 7.31 6.89
F 8.64 5.31 6.78
O 5.89 6.15 4.57
C 5.46 5.30 3.50
C 4.42 6.15 2.66
F 3.77 5.37 1.88
F 3.61 6.85 3.37
F 6.44 4.85 2.80
F 4.81 4.18 3.94
H 6.20 5.40 6.52
H 7.00 4.43 5.29
H 8.56 7.29 4.15
H 4.83 6.91 2.00
C 5.12 -0.82 1.65
S 6.57 -0.63 0.53
O 6.36 0.55 -0.43
C 7.71 0.05 1.74
H 4.69 0.13 1.95
H 5.35 -1.19 2.65
H 4.31 -1.39 1.18
H 8.62 0.11 1.15
H 8.08 -0.61 2.53
H 7.62 1.11 1.97
C -0.55 1.33 0.10
S -1.53 1.83 -1.46
O -0.96 1.13 -2.66
C -2.89 0.75 -1.17
H 0.48 1.63 -0.12
H -0.49 0.27 0.35
H -1.00 1.94 0.88
H -3.30 0.19 -2.02
H -3.74 1.37 -0.86
H -2.79 0.10 -0.30
C -4.39 -5.87 -0.88
S -3.58 -7.07 0.24
O -4.26 -8.33 -0.29
C -1.79 -7.07 -0.39
H -5.45 -5.76 -0.63
H -4.44 -6.33 -1.87
H -3.74 -5.01 -1.01
H -1.11 -7.84 -0.02
H -1.23 -6.16 -0.17
H -1.83 -7.09 -1.48
C -3.67 1.20 -11.18
S -2.20 1.52 -10.19
O -2.36 2.97 -9.57
C -2.16 0.22 -8.84
H -3.83 1.97 -11.93
H -4.49 1.09 -10.47
H -3.67 0.32 -11.82
H -2.69 -0.62 -9.29
H -2.61 0.63 -7.93
H -1.10 -0.01 -8.88
C -3.16 6.97 4.45
S -4.40 5.75 5.01
O -3.72 4.45 4.57
C -4.31 5.87 6.84
H -3.02 6.94 3.37
H -2.20 7.00 4.97
H -3.61 7.94 4.64
H -3.73 6.72 7.20
H -3.80 5.00 7.26
H -5.34 5.96 7.17
C 2.87 -1.69 6.87
S 3.26 -0.03 7.36
O 4.36 0.57 6.44
C 1.68 0.69 6.72
H 2.18 -2.20 7.54
H 3.85 -2.17 6.89
H 2.54 -1.96 5.87
H 1.75 1.72 7.05
H 0.78 0.19 7.05
H 1.63 0.68 5.63
C 1.80 4.89 -6.31
S 3.41 4.04 -6.71
O 4.63 4.92 -6.77
C 3.49 3.35 -5.00
H 1.15 5.34 -7.06
H 1.95 5.67 -5.57
H 1.20 4.00 -6.16
H 2.58 2.88 -4.64
H 3.61 4.08 -4.20
H 4.40 2.76 -4.89
C 2.01 -3.29 -4.72
C 3.09 -3.95 -5.22
C 3.09 -5.05 -6.02
C 1.85 -5.56 -6.44
C 0.71 -4.91 -6.02
C 0.82 -3.85 -5.15
C -0.62 -5.38 -6.40
O -1.60 -4.83 -5.92
C -0.67 -6.53 -7.39
C -1.92 -7.02 -7.89
C -1.99 -7.89 -8.92
C -0.85 -8.65 -9.27
C 0.35 -8.22 -8.69
C 0.52 -7.16 -7.81
C 1.88 -6.72 -7.33
O 2.86 -7.31 -7.76
H 2.21 -2.51 -4.00
H 4.01 -3.61 -4.77
H 4.03 -5.57 -6.17
H -0.08 -3.39 -4.76
H -2.87 -6.51 -7.76
H -2.96 -8.03 -9.39
H -0.89 -9.38 -10.06
H 1.22 -8.78 -9.02

Output
* relative energy (zero: lowest compared OMol25 entry of this formula, charge and spin): 707.9 kJ/mol
* HOMO-LUMO gap: 7.439 eV
* largest force on an atom: 4.271 eV/Å
* spin multiplicity: 1

=====

no.,highest occupied orbital energy (eV)
1,-10.56
2,-8.60